DFT (ωB97M-V with the def2-TZVPD basis set) results for a cluster of 3 separate species, C3H10O3S2 in total at a distorted geometry.

```
18
Properties=species:S:1:pos:R:3:forces:R:3
C 0.826187 -0.840492 -0.196122 -0.54 0.52 -0.43
C 0.164405 -1.959959 0.590284 0.05 0.43 -0.90
O 0.730991 -3.005917 0.767888 -0.19 0.10 0.45
C 2.178745 -0.377770 0.339484 0.11 -1.04 -1.44
S 2.055940 0.204928 2.021893 -0.12 0.42 0.15
S 0.913791 1.918735 1.785260 0.34 -0.29 0.16
H 0.767252 -1.203515 -1.234109 0.93 -0.25 0.09
H 0.200754 0.048147 -0.344015 -0.30 -0.10 0.78
H -0.900298 -1.772172 0.813494 -0.01 -0.36 0.36
H 2.907198 -1.195142 0.338625 -0.22 -0.18 0.42
H 2.621913 0.306617 -0.384908 -0.07 0.54 0.41
H 1.969287 2.732061 1.658676 -0.10 0.24 -0.06
H -1.813030 2.051055 0.191292 0.12 0.34 -0.02
H -2.096388 2.622550 -1.251379 0.11 0.25 0.30
O -2.095593 1.837763 -0.700206 -0.19 -0.40 -0.27
H -2.478160 -0.751912 -2.089410 0.21 -0.27 -0.41
H -3.033519 0.168533 -1.063171 0.13 -0.42 0.21
O -2.919476 -0.783506 -1.243571 -0.26 0.48 0.22
```
Forces are in eV/Å.

Computed properties:
HOMO = -9.484 eV
2S+1 = 1
Gap between HOMO and LUMO = 9.52 eV
E_LUMO = 0.04 eV
SMILES string = O=CCCSS.O.O

These are the Löwdin partial charges, in e, on atoms 1 to 4: number 1, C, carries -0.2596; number 2, C, carries -0.2808; number 3, O, carries 0.0551; number 4, C, carries -0.5892



DFT (ωB97M-V with the def2-TZVPD basis set) results for a cluster of 2 separate species, C3H10OP2 in total at a distorted geometry.

```
16
Properties=species:S:1:pos:R:3:forces:R:3
C -0.287202 1.237138 2.948785 -1.56 1.06 2.88
C 0.828541 -2.045441 -0.540424 0.76 1.22 -2.42
C -0.375339 -0.212642 -2.429886 -0.66 -1.51 -0.49
O -0.236434 0.362206 1.885804 -0.45 -0.77 0.83
P 0.316333 0.895404 0.495683 -0.37 0.90 -1.70
P -0.546771 -0.811606 -0.657079 -0.31 -0.21 -0.90
H -0.422560 2.296160 2.786925 0.11 0.41 -1.33
H 0.525887 1.206033 3.631538 1.37 -0.55 0.18
H -1.142818 1.076455 3.649613 0.19 -0.74 -0.93
H 0.522179 -2.947850 -1.191183 0.88 1.36 1.23
H 0.775556 -2.189218 0.496274 0.52 -1.15 1.49
H 1.832817 -1.502142 -0.819435 -1.76 -1.57 0.33
H -0.089304 0.784808 -2.299910 0.32 1.80 -0.42
H -1.378205 -0.268566 -2.909024 0.67 0.23 0.36
H 0.343181 -0.698293 -3.144430 -0.46 0.16 1.13
H -1.674654 2.603634 0.578385 0.77 -0.64 -0.22
```
Forces are in eV/Å.

Computed properties:
HOMO (spin up / spin down) = -7.638 / -8.270 eV
2S+1 = 1
Gap between HOMO and LUMO (spin up / spin down) = 7.10 / 7.66 eV
E_LUMO (spin up / spin down) = -0.54 / -0.61 eV

These are the Löwdin partial charges, in e, on atoms 1 to 4: number 1, C, carries -0.2716; number 2, C, carries -0.4002; number 3, C, carries -0.3718; number 4, O, carries -0.6228



In the order shown, the computed calculated total energy values come out to -31085.661, -23893.797 eV.
In the order shown, the computed energy above the lowest of the compared OMol25 structures with the same formula, charge and spin values come out to 0.514, 4.233 eV.